No. 1
The following is a quantum chemistry calculation of C5H9NO in the gas phase, from OMol25.

Calculated values
- LUMO (eV) = 0.88
- DFT total energy (eV) = -8867.543
- relative energy (zero: lowest compared OMol25 entry of this formula, charge and spin) (eV) = 1.670
- E_HOMO (eV) = -9.3
- Kohn-Sham gap (Eh) = 0.373
- structure (SMILES) = C[C@H]1CN(C)C1=O
- charge = 0

Positions of all 16 atoms, in Å:
C  1.8111  -0.5137  0.4121
C  1.1256  0.6657  -0.3256
C  -0.0108  0.0827  -1.2115
N  -0.7604  -0.0068  0.0434
C  -2.1050  -0.3825  0.2821
C  0.0071  0.9503  0.6671
O  -0.1221  1.6134  1.6612
H  1.0583  -1.0427  1.0277
H  2.5692  -0.1847  1.1274
H  2.1859  -1.2754  -0.2784
H  1.7389  1.4804  -0.7340
H  -0.5685  0.7381  -1.9119
H  0.3033  -0.8304  -1.7346
H  -2.2352  -0.4204  1.3691
H  -2.7633  0.3658  -0.1734
H  -2.2786  -1.3756  -0.1495

Atoms 1-3, force components in eV/Å:
0.25 -0.35 0.03
-0.01 0.25 -0.04
0.09 -0.18 -0.07


No. 2
The following is a quantum chemistry calculation of C23H26F4N2O in the gas phase, from OMol25.

Calculated values
- LUMO (eV) = 0.57
- DFT total energy (eV) = -40171.927
- relative energy (zero: lowest compared OMol25 entry of this formula, charge and spin) (eV) = 0.143
- E_HOMO (eV) = -8.3
- Kohn-Sham gap (Eh) = 0.324
- structure (SMILES) = CN(CC1CCN(CCc2cccc(C(F)(F)F)c2)CC1)C(=O)c1ccc(F)cc1
- charge = 0

Positions of all 56 atoms, in Å:
C  -4.6462  2.3039  3.1318
N  -3.6414  2.3508  2.0928
C  -3.8554  1.4866  0.9570
C  -3.5802  -0.0020  1.2433
C  -3.6590  -0.7904  -0.0651
C  -3.2814  -2.2610  0.1673
N  -2.0081  -2.4600  0.8168
C  -0.8347  -2.6204  0.0055
C  -0.2298  -1.3630  -0.6779
C  0.9603  -1.7606  -1.4907
C  0.8292  -2.1118  -2.8299
C  1.9243  -2.5193  -3.5701
C  3.1757  -2.5892  -2.9841
C  3.3125  -2.2408  -1.6472
C  4.6576  -2.3443  -0.9890
F  4.8799  -3.5785  -0.4881
F  5.6740  -2.0988  -1.8298
F  4.8036  -1.4972  0.0426
C  2.2163  -1.8347  -0.9018
C  -1.8938  -1.6933  2.0351
C  -2.2000  -0.1986  1.8687
C  -2.5223  3.0859  2.3059
O  -2.3305  3.7040  3.3369
C  -1.5126  3.1256  1.1948
C  -1.7869  3.7735  -0.0053
C  -0.8299  3.8351  -1.0025
C  0.4012  3.2438  -0.7816
F  1.3267  3.2777  -1.7617
C  0.7115  2.6244  0.4155
C  -0.2510  2.5814  1.4084
H  -5.6252  2.5412  2.7116
H  -4.3834  3.0419  3.8872
H  -4.6869  1.3173  3.5973
H  -4.8945  1.6022  0.6283
H  -3.2035  1.8045  0.1422
H  -4.3389  -0.3901  1.9313
H  -4.6699  -0.7412  -0.4744
H  -2.9818  -0.3413  -0.7938
H  -3.2803  -2.8009  -0.7815
H  -4.0458  -2.7134  0.8122
H  -0.0583  -3.0608  0.6399
H  -1.0740  -3.3492  -0.7749
H  -0.9788  -0.9018  -1.3216
H  0.0728  -0.6473  0.0865
H  -0.1429  -2.0584  -3.2984
H  1.8056  -2.7832  -4.6097
H  4.0375  -2.9012  -3.5531
H  2.3445  -1.5664  0.1364
H  -0.8896  -1.8280  2.4407
H  -2.6078  -2.1165  2.7532
H  -1.4539  0.2689  1.2262
H  -2.1542  0.2849  2.8460
H  -2.7502  4.2378  -0.1579
H  -1.0258  4.3318  -1.9396
H  1.6903  2.1949  0.5594
H  -0.0265  2.1228  2.3594

Atoms 1-3, force components in eV/Å:
0.00 0.17 0.20
-0.27 0.06 -0.01
0.04 -0.45 -0.14


No. 3
The following is a quantum chemistry calculation of a molecular structure, C16H13N2O9PtS2, from OMol25.

Calculated values
- LUMO (spin up / spin down) (eV) = -3.22 / -6.35
- DFT total energy (eV) = -63115.763
- multiplicity = 5
- relative energy (zero: lowest compared OMol25 entry of this formula, charge and spin) (eV) = 0.088
- E_HOMO (spin up / spin down) (eV) = -11.7 / -12.0
- ⟨S²⟩ = 6.05
- Kohn-Sham gap (spin up / spin down) (Eh) = 0.312 / 0.209
- charge = +1

Positions of all 43 atoms, in Å:
Pt  0.8155  -1.0920  0.6192
O  4.6446  -1.3502  2.6089
C  3.8806  -1.2572  1.5477
O  2.8746  -1.9325  1.3997
C  4.4852  -0.2928  0.5471
O  3.5255  0.1998  -0.3539
C  3.2758  1.5225  -0.3244
C  1.9800  1.8827  0.8588
O  1.6824  3.0338  0.7570
O  1.7705  0.8898  1.5539
H  4.2855  -1.9809  3.2510
H  5.2282  -0.8452  -0.0340
H  4.9922  0.5046  1.0905
H  2.8471  1.8330  -1.2706
H  4.0924  2.1482  0.0383
O  -0.1473  -2.3132  2.2972
N  -1.2819  -2.7777  1.8903
C  -2.2721  -2.9477  2.7914
C  -3.4945  -3.4473  2.4186
C  -3.7336  -3.7941  1.0859
C  -2.7137  -3.6528  0.1774
C  -1.4720  -3.1417  0.5763
S  -0.1728  -2.9798  -0.5278
H  -2.0204  -2.6616  3.8008
H  -4.2618  -3.5641  3.1697
H  -4.6983  -4.1713  0.7793
H  -2.8359  -3.9149  -0.8640
O  -0.5012  -0.3758  -3.6037
S  0.0628  0.6623  -2.8045
O  1.3318  1.2103  -3.1973
N  0.1236  0.1464  -1.2107
C  -0.7968  0.7478  -0.4669
O  -1.0190  0.3214  0.6940
C  -1.4450  1.9041  -1.1186
C  -2.2057  2.8988  -0.5321
C  -2.5983  3.9708  -1.3244
C  -2.2594  4.0263  -2.6713
C  -1.4837  3.0302  -3.2593
C  -1.0817  1.9892  -2.4547
H  -2.4596  2.8430  0.5178
H  -3.1591  4.7824  -0.8811
H  -2.5873  4.8649  -3.2705
H  -1.1974  3.0804  -4.3011

Atoms 1-3, force components in eV/Å:
-0.60 -0.42 -0.20
0.37 0.15 0.17
-0.43 -0.40 -0.13


No. 4
The following is a quantum chemistry calculation of 2 unconnected molecules or ions with the total composition C10H16, from OMol25.

Calculated values
- LUMO (eV) = 0.98
- DFT total energy (eV) = -10627.808
- relative energy (zero: lowest compared OMol25 entry of this formula, charge and spin) (eV) = 1.936
- E_HOMO (eV) = -8.9
- Kohn-Sham gap (Eh) = 0.363
- structure (SMILES) = Cc1ccccc1.CCC
- charge = 0

Positions of all 26 atoms, in Å:
C  -0.7358  1.4694  2.9758
C  -0.5819  0.2317  2.2096
C  -1.7170  -0.2349  1.4504
C  -1.5200  -1.3817  0.5391
C  -0.3301  -2.1016  0.4911
C  0.6217  -1.7021  1.4191
C  0.4819  -0.5777  2.2919
H  -0.7417  2.2207  2.2025
H  -0.1149  1.8998  3.8416
H  -1.8048  1.6078  3.3905
H  -2.6683  0.2433  1.4839
H  -2.4875  -1.6086  -0.0481
H  -0.2175  -2.8742  -0.2701
H  1.5750  -2.2907  1.4662
H  1.3636  -0.4055  2.8740
C  1.7092  0.4444  -1.5338
C  0.9714  0.1062  -2.7596
C  -0.3002  0.9323  -3.0266
H  1.7804  1.5574  -1.4492
H  2.8258  -0.0225  -1.4138
H  1.2193  0.1255  -0.5689
H  1.7341  0.2153  -3.5637
H  0.7734  -1.0396  -2.6142
H  -0.9681  0.1948  -3.5755
H  -0.7376  1.2553  -2.1363
H  -0.1304  1.7353  -3.6762

Atoms 1-3, force components in eV/Å:
-2.02 2.77 1.91
-3.07 -0.91 0.33
3.03 -2.44 -1.66


No. 5
The following is a quantum chemistry calculation of C4H7NO in the gas phase, from OMol25.

Calculated values
- LUMO (spin up / spin down) (eV) = 0.76 / 0.71
- DFT total energy (eV) = -7794.546
- relative energy (zero: lowest compared OMol25 entry of this formula, charge and spin) (eV) = 5.099
- E_HOMO (spin up / spin down) (eV) = -7.1 / -7.3
- Kohn-Sham gap (spin up / spin down) (Eh) = 0.289 / 0.295
- charge = 0

Positions of all 13 atoms, in Å:
C  1.4179  -0.4185  1.4329
N  0.3106  -0.9318  0.8433
C  -0.0587  -0.1485  -0.1614
C  -0.7851  -0.3725  -1.4430
O  -1.2709  0.9811  -1.3898
C  -0.5187  1.2815  -0.1911
H  1.5429  -0.4005  2.5075
H  2.2103  -0.1369  0.7614
H  -0.1464  -1.8268  1.0790
H  -1.5706  -1.1381  -1.3878
H  -0.1719  -0.5399  -2.3427
H  -1.1567  1.5588  0.6663
H  0.1974  2.0921  -0.3744

Atoms 1-3, force components in eV/Å:
0.33 -0.13 0.47
-0.19 -0.14 -0.22
-0.13 0.04 -0.23